Formula: C18H40FN11O28
Source: OMol25
Level of theory: ωB97M-V with the def2-TZVPD basis set

```
98
C18H40FN11O28 (ωB97M-V with the def2-TZVPD basis set)
F 3.064 0.672 5.716
O 8.209 0.369 6.697
O 3.605 -2.745 -7.158
O 4.776 2.561 -4.413
O -0.213 1.246 2.870
O 4.534 1.730 1.571
O 3.944 2.848 4.238
O 1.701 -0.914 6.370
O 0.205 -5.525 -6.108
O -1.553 1.702 4.554
O 6.968 0.538 4.945
O -9.594 1.230 -2.431
O 3.251 -0.769 0.004
O 2.307 3.628 5.532
O -6.956 0.542 -0.287
O 3.125 1.422 -3.621
O 4.181 0.179 3.014
O -5.190 -0.478 0.395
O -9.330 2.915 -3.747
O -0.789 -2.902 1.143
O -2.040 2.538 2.503
O -3.144 -2.623 -1.503
O 1.991 -1.717 -6.174
O -6.721 4.022 0.935
O 2.798 -1.152 -2.063
O -1.002 -1.862 3.013
O -1.505 -1.362 -2.104
O -7.214 3.063 2.799
O 1.157 -6.972 -7.391
N 0.693 -5.877 -7.165
N -9.225 2.362 -2.672
N 2.664 -0.528 -1.033
N -6.488 3.251 1.845
N 2.980 -2.424 -6.169
N -6.363 -0.453 0.074
N -1.309 -2.067 1.856
N -2.201 -2.352 -2.216
N 7.298 0.863 6.069
N 4.769 0.635 2.064
N 3.837 1.808 -4.530
C 0.742 -4.881 -8.271
C -5.230 2.459 1.787
C 1.647 2.523 3.509
C 2.017 -0.153 5.522
C 3.538 1.278 -5.887
C 1.342 0.021 4.190
C 1.700 0.606 -1.032
C 2.638 3.057 4.534
C -2.384 -1.250 1.243
C 5.832 -0.197 1.454
C 0.723 1.405 3.982
C -8.590 3.115 -1.554
C -7.140 -1.719 0.130
C 6.520 1.962 6.706
C -0.231 1.825 5.141
C -1.847 -3.301 -3.307
C 3.464 -2.946 -4.859
C -1.357 1.887 3.226
H -8.315 4.098 -1.915
H 3.349 2.122 -6.543
H 0.190 -5.294 -9.111
H 5.363 -1.124 1.142
H 2.181 2.202 2.615
H 1.787 -4.740 -8.532
H 3.447 -4.030 -4.923
H -7.962 -1.558 0.820
H 2.042 1.323 -1.771
H 0.726 0.202 -1.300
H 6.233 0.346 0.606
H 5.484 1.642 6.765
H -3.162 -1.925 0.912
H -2.546 -4.128 -3.278
H -0.214 1.196 6.024
H -9.315 3.174 -0.748
H 1.001 3.361 3.233
H 4.481 -2.590 -4.728
H 6.940 2.156 7.685
H -0.828 -3.631 -3.128
H -7.518 -1.906 -0.871
H -2.756 -0.550 1.983
H -0.076 2.881 5.356
H 0.296 -3.959 -7.916
H 6.606 2.827 6.055
H 4.056 2.916 3.276
H -7.722 2.548 -1.236
H 2.812 -2.578 -4.076
H 2.074 -0.195 3.415
H -1.909 -2.753 -4.242
H 6.593 -0.381 2.208
H 4.418 0.733 -6.219
H 2.674 0.629 -5.813
H 0.563 -0.735 4.166
H 1.691 1.032 -0.035
H -4.641 2.699 2.667
H -4.701 2.722 0.879
H -5.516 1.416 1.785
H -1.951 -0.735 0.392
H -6.479 -2.509 0.465
```

Properties
orbital gap: 10.3 eV
charge: 0
energy relative to the best compared isomer or geometry (same formula, charge and spin): 0.000 eV
HOMO energy: -0.3957 Eh
structure (SMILES): O=C(O)C[C@@]1(CC(=O)F)COC(=O)O1.C[N+](=O)[O-].C[N+](=O)[O-].C[N+](=O)[O-].C[N+](=O)[O-].C[N+](=O)[O-].C[N+](=O)[O-].C[N+](=O)[O-].C[N+](=O)[O-].C[N+](=O)[O-].C[N+](=O)[O-].C[N+](=O)[O-]

---

Formula: C18H40GaO7S5
Source: OMol25
Level of theory: ωB97M-V with the def2-TZVPD basis set

```
71
C18H40GaO7S5 (ωB97M-V with the def2-TZVPD basis set)
Ga 0.357 -0.050 -2.151
S -1.174 -3.444 4.718
S 5.613 -2.518 3.112
S 1.783 -0.828 3.034
S -3.546 3.107 -4.442
S 1.400 4.908 -2.836
O -2.308 2.297 -4.339
O 2.866 -0.447 2.091
O 0.350 5.462 -3.740
O -1.315 -2.833 -0.940
O 5.151 -3.720 3.861
O -1.340 -2.221 5.553
O 0.437 1.278 -3.477
C 5.692 -1.178 4.301
C -3.015 4.822 -4.345
C 1.205 0.683 3.817
C 0.278 -1.140 2.113
C -3.973 -2.605 -2.731
C -0.737 -1.641 -2.937
C -3.097 -1.775 -2.030
C 7.390 -2.710 2.906
C -4.935 -0.291 -1.538
C -1.804 -4.817 5.692
C -1.643 -2.155 -1.912
C 0.555 -3.896 4.827
C -4.313 3.046 -2.821
C 2.382 3.756 -3.781
C -3.585 -0.611 -1.438
C 2.654 6.195 -2.696
C -5.321 -2.285 -2.825
C -5.807 -1.126 -2.227
H -0.446 1.560 -3.739
H 3.508 5.804 -2.143
H 0.418 -2.036 1.508
H -5.284 0.625 -1.075
H 6.147 -0.306 3.831
H -1.588 -5.752 5.175
H -1.279 -1.237 -3.796
H 2.704 4.237 -4.707
H -2.892 0.041 -0.916
H -4.651 2.026 -2.665
H -2.357 4.949 -3.486
H 4.667 -0.944 4.581
H 2.019 1.073 4.426
H -3.892 5.468 -4.278
H 7.848 -2.937 3.870
H 6.262 -1.499 5.174
H -6.857 -0.874 -2.309
H -3.573 3.309 -2.065
H -0.044 -2.414 -3.273
H -5.993 -2.936 -3.374
H 1.117 -3.108 4.329
H -1.339 -4.802 6.678
H -3.581 -3.504 -3.193
H -2.880 -4.687 5.784
H 0.724 -4.848 4.324
H 1.760 2.876 -3.978
H -0.359 0.537 -0.826
H 3.241 3.452 -3.181
H 2.955 6.518 -3.693
H 0.347 0.449 4.448
H 0.045 -0.305 1.451
H -2.456 5.042 -5.252
H 0.938 1.401 3.042
H -5.164 3.729 -2.783
H 7.547 -3.536 2.216
H 2.213 7.028 -2.153
H 0.847 -3.951 5.876
H -0.530 -1.299 2.829
H 1.848 -0.571 -1.918
H 7.805 -1.795 2.484
```

Properties
orbital gap: 7.4 eV
charge: -1
HOMO energy: -0.1865 Eh

---

Formula: C18H40GeN6O11PbS
Source: OMol25
Level of theory: ωB97M-V with the def2-TZVPD basis set

```
78
C18H40GeN6O11PbS (ωB97M-V with the def2-TZVPD basis set)
Pb 0.034 0.318 -0.024
Ge -2.359 -0.043 2.220
S 2.523 -3.083 -1.392
O -2.400 0.239 0.275
O -0.324 1.716 -1.971
O 1.000 -2.336 -0.825
O -1.070 -1.405 2.000
O 1.968 0.249 -1.838
O 2.189 -4.471 -1.471
O 0.900 3.280 -2.990
O -0.210 -2.821 -2.699
O 3.388 -2.679 -0.320
O -0.953 1.254 2.338
O 2.764 -2.416 -2.652
N 2.417 2.953 -0.121
N 1.231 4.768 -0.504
N 3.531 4.819 -0.983
N 2.526 -0.567 1.879
N 2.398 4.179 -0.550
N 1.180 2.690 0.225
C -2.123 -3.028 3.460
C -0.597 1.793 3.600
C -3.324 2.345 -0.464
C -4.802 0.384 0.063
C -0.134 0.684 4.553
C -0.007 -2.333 -1.639
C -3.440 0.817 -0.494
C -3.296 0.321 -1.935
C 1.733 1.033 -3.016
C 3.045 1.670 -3.465
C 0.695 2.119 -2.635
C 0.544 2.797 3.437
C -1.352 -2.783 2.153
C -1.807 2.521 4.206
C 1.140 0.168 -4.129
C -0.026 -3.544 2.225
C 0.471 3.798 -0.027
C -2.202 -3.292 0.983
H -2.402 -4.360 1.082
H 0.752 0.196 4.144
H -3.304 2.684 0.575
H 2.589 0.337 1.421
H 0.547 -3.396 1.315
H -1.562 -2.611 4.299
H 3.569 2.057 -2.590
H 3.674 0.926 -3.955
H 3.296 5.392 -1.783
H 2.835 2.493 -4.144
H -0.922 -0.065 4.655
H -4.165 2.809 -0.982
H 2.370 -0.593 -2.126
H -2.339 0.658 -2.333
H -3.148 -2.745 0.968
H -1.688 -3.111 0.041
H -0.586 3.882 0.142
H 0.137 -0.161 -3.854
H 0.108 1.099 5.532
H 1.557 -0.772 2.102
H -2.600 1.803 4.427
H -4.944 0.805 1.060
H -2.192 3.242 3.482
H 0.851 3.179 4.411
H -3.097 -2.539 3.413
H 0.561 -3.176 3.069
H 1.090 0.730 -5.062
H -2.391 2.631 -0.952
H -4.834 -0.705 0.139
H 4.220 4.116 -1.220
H 1.762 -0.715 -4.267
H -3.320 -0.769 -1.962
H -5.606 0.724 -0.590
H -4.103 0.715 -2.554
H 2.859 -1.266 1.223
H -0.203 -4.612 2.355
H -2.267 -4.097 3.624
H 1.391 2.312 2.955
H 0.223 3.633 2.818
H -1.524 3.042 5.122
```

Properties
orbital gap (spin up / spin down): 8.1 / 7.3 eV
charge: -1
energy relative to the best compared isomer or geometry (same formula, charge and spin): 0.240 eV
HOMO energy (spin up / spin down): -0.2017 / -0.2019 Eh
2S+1: 2

---

Formula: C18H40IrP2Si
Source: OMol25
Level of theory: ωB97M-V with the def2-TZVPD basis set

```
62
C18H40IrP2Si (ωB97M-V with the def2-TZVPD basis set)
Ir -0.907 -0.483 -0.076
P 0.501 1.284 0.811
P 1.097 -1.673 0.056
Si -0.499 0.989 2.923
C -1.144 1.982 0.201
C -0.979 -0.111 4.453
C -0.015 0.949 -2.761
C 0.609 0.218 -3.980
C -1.450 -1.587 1.864
C 1.345 1.032 3.450
C -1.349 1.049 -2.486
C -2.020 -1.096 -3.444
C 0.189 -1.901 -2.714
C -1.415 2.600 3.247
C 1.989 -0.299 -0.962
C 1.105 3.075 1.133
C 0.142 -3.222 0.064
C -1.085 -1.643 -2.356
C 2.091 0.991 -0.221
C -2.469 0.309 -3.117
C 0.990 -1.263 -3.768
C 2.418 -2.279 1.229
H -1.623 -2.122 -1.510
H 2.160 1.875 -0.886
H 0.670 1.704 -2.299
H 0.306 -3.762 -0.868
H 1.680 -0.010 3.576
H 0.850 -1.698 -4.762
H -2.903 -1.739 -3.551
H 0.862 3.462 2.132
H 2.019 -3.083 1.884
H -0.367 -1.023 4.541
H 1.326 -0.070 -1.767
H -0.035 0.362 -4.878
H 2.055 1.547 2.787
H -1.759 2.006 -2.162
H 0.648 3.677 0.333
H -1.558 -1.175 -4.449
H 1.514 0.815 -4.224
H 2.198 3.013 1.029
H 3.138 -2.772 0.533
H -2.202 -1.167 2.574
H 0.722 -2.778 -2.397
H 2.967 0.965 0.450
H -0.907 2.712 -0.572
H 2.931 -0.632 -1.389
H 1.386 1.547 4.422
H -0.953 3.516 2.882
H -0.522 -1.730 2.445
H 0.399 -3.844 0.938
H 2.912 -1.512 1.861
H -1.681 2.413 1.061
H -2.812 0.775 -4.047
H -0.804 0.449 5.390
H -1.755 -2.649 1.758
H -1.537 2.722 4.324
H -3.286 0.332 -2.389
H -2.032 -0.426 4.481
H -1.853 1.156 -0.182
H -0.944 -3.012 0.117
H -2.427 2.571 2.837
H 2.074 -1.336 -3.564
```

Properties
orbital gap (spin up / spin down): 5.1 / 6.2 eV
charge: +2
energy relative to the best compared isomer or geometry (same formula, charge and spin): 3.527 eV
HOMO energy (spin up / spin down): -0.4377 / -0.5673 Eh
2S+1: 6

---

Formula: C18H40N5P3SSm
Source: OMol25
Level of theory: ωB97M-V with the def2-TZVPD basis set

```
68
C18H40N5P3SSm (ωB97M-V with the def2-TZVPD basis set)
Sm -0.425 0.125 1.285
S 1.959 2.195 -3.702
P -0.967 1.666 -0.996
P -2.206 -1.804 0.155
P 0.455 -2.220 2.825
N -2.929 0.245 3.141
N -3.197 2.145 4.350
N -4.946 0.554 4.399
N -1.896 1.095 2.861
N -3.599 0.852 4.136
C 0.221 3.059 -1.066
C 6.165 1.976 -5.449
C 5.900 2.698 -4.279
C 3.551 2.109 -4.435
C -0.646 -2.778 4.190
C -2.996 -2.967 1.324
C 4.601 2.790 -3.797
C -2.570 2.557 -1.036
C 3.810 1.473 -5.664
C -1.560 -2.920 -1.144
C 2.005 -1.956 3.761
C 0.806 -3.793 1.959
C 5.110 1.385 -6.144
C 2.041 -0.039 0.475
C 2.033 0.910 1.474
C -2.118 2.226 3.580
C -3.697 -1.090 -0.635
C -0.916 0.828 -2.618
H 1.474 0.915 -3.830
H 6.706 3.181 -3.754
H -1.692 -2.813 3.857
H -0.109 -4.245 1.550
H 1.250 2.675 -1.101
H -2.682 3.192 -1.927
H 0.080 3.706 -1.941
H 4.379 3.395 -2.921
H -2.265 -3.677 1.727
H 7.175 1.875 -5.819
H 0.108 3.677 -0.164
H -0.741 -3.517 -0.720
H 2.951 1.078 -6.211
H -5.028 -0.440 4.551
H -1.158 -2.309 -1.964
H -1.055 1.523 -3.455
H -3.416 -2.392 2.160
H -3.807 -3.531 0.844
H -4.408 -1.868 -0.944
H -0.592 -2.057 5.020
H 2.356 -2.918 4.162
H 2.008 0.213 -0.597
H -5.252 1.141 5.177
H 2.311 0.677 2.519
H -1.679 0.043 -2.693
H -0.345 -3.774 4.551
H 2.378 -1.074 0.628
H -4.198 -0.436 0.092
H -1.514 3.115 3.512
H -3.433 -0.484 -1.508
H -2.643 3.204 -0.150
H 1.497 -3.584 1.129
H 1.880 1.989 1.268
H -3.410 1.849 -1.010
H 0.063 0.343 -2.727
H 5.289 0.852 -7.073
H 2.764 -1.533 3.091
H 1.289 -4.473 2.676
H -2.339 -3.592 -1.534
H 1.824 -1.245 4.581
```

Properties
orbital gap (spin up / spin down): 3.6 / 3.9 eV
charge: +3
energy relative to the best compared isomer or geometry (same formula, charge and spin): 0.000 eV
HOMO energy (spin up / spin down): -0.5289 / -0.5290 Eh
2S+1: 6

---

Formula: C18H40P2PtSi
Source: OMol25
Level of theory: ωB97M-V with the def2-TZVPD basis set

```
62
C18H40P2PtSi (ωB97M-V with the def2-TZVPD basis set)
Pt 0.635 0.558 0.848
P -4.014 0.942 -3.849
P -4.930 -2.141 -1.430
Si 1.101 -1.392 1.745
C 0.020 -1.345 3.266
C -2.355 -2.576 -1.651
C -3.245 1.179 -2.246
C -6.145 -2.339 -0.102
C -5.796 -1.047 -2.644
C -2.278 0.603 -3.217
C -4.990 -3.765 -2.262
C -2.306 -2.045 -2.993
C -5.132 2.406 -3.658
C -5.118 -0.479 -3.921
C -2.998 -0.561 -0.243
C -3.739 0.588 -0.937
C 0.992 2.158 -0.328
C -1.515 -0.699 -3.124
C -3.347 -2.034 -0.710
C -3.454 1.271 -5.556
C 0.801 -2.848 0.601
C 2.905 -0.895 1.915
H -1.614 1.369 -3.646
H 0.124 2.326 -0.988
H 3.521 -1.497 1.241
H -0.259 -0.315 3.524
H -3.100 0.346 -6.029
H -3.415 -2.668 0.194
H -5.932 -0.086 -4.557
H -3.128 2.268 -2.142
H -5.806 2.267 -2.798
H 1.173 2.999 0.366
H -4.661 -1.271 -4.535
H -4.292 1.676 -6.133
H -3.716 1.435 -0.232
H -3.327 -1.886 -3.378
H 1.211 -3.758 1.063
H -6.531 -1.358 0.211
H 3.030 0.167 1.646
H -2.640 2.010 -5.558
H -6.972 -2.956 -0.485
H 3.236 -1.039 2.946
H -0.781 -0.605 -2.298
H 1.901 1.927 -0.913
H -3.295 -0.513 0.818
H -5.727 2.550 -4.571
H -1.612 -3.294 -1.318
H 1.299 -2.708 -0.366
H -4.531 3.313 -3.486
H -1.853 -2.801 -3.663
H -0.895 -1.923 3.091
H -4.815 0.380 -0.996
H -4.512 -3.737 -3.253
H -0.929 -0.780 -4.056
H -0.270 -2.997 0.418
H -4.470 -4.504 -1.636
H -5.668 -2.852 0.745
H -6.041 -4.065 -2.374
H 0.568 -1.792 4.101
H -6.289 -0.233 -2.086
H -6.624 -1.685 -3.007
H -1.907 -0.382 -0.240
```

Properties
orbital gap (spin up / spin down): 3.8 / 4.3 eV
charge: 0
energy relative to the best compared isomer or geometry (same formula, charge and spin): 1.950 eV
HOMO energy (spin up / spin down): -0.1584 / -0.1798 Eh
2S+1: 3